Record 1
C40H40ClIN2OP3RuSe2 | ωB97M-V with the def2-TZVPD basis set

```
91
C40H40ClIN2OP3RuSe2 (ωB97M-V with the def2-TZVPD basis set)
Ru -0.16260 -0.96951 -0.41475
Se -1.38303 -0.18591 1.55022
P 1.33785 1.30583 1.74149
Se 3.06470 1.43299 0.50557
C 1.78443 0.78316 3.43606
C 3.11618 0.83649 3.84732
C 3.48319 0.38072 5.10420
C 2.52908 -0.14127 5.96623
C 1.20310 -0.20540 5.56307
C 0.83311 0.24736 4.30514
C 0.46192 2.89435 1.86923
C 0.73314 3.91111 0.95746
C 0.02476 5.10326 1.00631
C -0.95842 5.29175 1.96636
C -1.23735 4.27908 2.87521
C -0.53827 3.08422 2.82389
H 3.86304 1.23332 3.17212
H 4.52074 0.43476 5.40858
H 2.81765 -0.50080 6.94562
H 0.45189 -0.62086 6.22253
H -0.19765 0.15384 3.99098
H 1.51216 3.76997 0.21990
H 0.24881 5.88531 0.29145
H -1.50723 6.22429 2.00695
H -2.00521 4.41651 3.62572
H -0.77182 2.30319 3.53428
Cl -0.51287 -7.35787 2.84933
C -0.85377 -6.02398 1.78206
C -1.88292 -6.11602 0.88633
C -2.19913 -5.05333 0.03220
I -3.81455 -5.23633 -1.26604
C -1.49373 -3.84448 0.03454
O -1.76176 -2.82832 -0.68560
C -0.38013 -3.79807 0.95908
N 0.34498 -2.64883 0.94034
C 1.29804 -2.46692 1.83021
C 1.63787 -3.43905 2.78125
C 0.96986 -4.63057 2.77947
C -0.07515 -4.84763 1.85381
H -2.47090 -7.02314 0.84844
H 1.82636 -1.52150 1.78998
H 2.42242 -3.22735 3.49460
H 1.21432 -5.40834 3.48995
C 3.16079 -0.74699 -2.62359
P 2.23471 -1.66728 -1.34162
C 3.60951 -2.27393 -0.29967
C 1.77521 -3.21834 -2.22024
C 0.70895 -2.99607 -3.30003
P -0.48192 -1.66502 -2.83037
C -2.06991 -2.24138 -3.49992
C -0.13683 -0.30296 -4.00467
H 4.07074 -1.28717 -2.89136
H 3.42440 0.23724 -2.23766
H 2.55714 -0.61848 -3.51968
H 4.42541 -2.62240 -0.93592
H 3.27334 -3.10303 0.32132
H 3.96804 -1.46773 0.34003
H 1.37673 -3.87641 -1.44190
H 2.66270 -3.70434 -2.63389
H 0.13488 -3.91165 -3.45407
H 1.16789 -2.74076 -4.25771
H -1.98425 -2.40136 -4.57711
H -2.82783 -1.47909 -3.31523
H -2.37440 -3.15321 -2.99543
H 0.05372 -0.68302 -5.01034
H 0.69494 0.31400 -3.67253
H -1.01642 0.34212 -4.03583
N -0.55942 0.71838 -1.20619
C -1.21994 1.77002 -1.39926
C -2.59799 1.92033 -0.84070
C -3.48648 0.84989 -0.89487
C -4.74309 0.95904 -0.32160
C -5.10930 2.12908 0.33001
C -4.21852 3.19125 0.40190
C -2.96886 3.09289 -0.19059
C -0.62572 2.87857 -2.20928
C -1.43116 3.79608 -2.87734
C -0.85766 4.79369 -3.65426
C 0.52172 4.88542 -3.76302
C 1.32974 3.97025 -3.09798
C 0.76001 2.96959 -2.33040
H -3.17615 -0.08013 -1.35686
H -5.42792 0.12228 -0.36645
H -6.08607 2.20923 0.78966
H -4.49390 4.09794 0.92560
H -2.26732 3.91585 -0.12601
H -2.50825 3.72767 -2.79384
H -1.49146 5.50055 -4.17411
H 0.96751 5.66852 -4.36288
H 2.40772 4.04217 -3.17213
H 1.38186 2.26264 -1.79309
```

Calculated values
2S+1: 6
HOMO (spin up / spin down) in eV: -6.70 / -7.06

Atomic partial charges in e from the Mulliken method, atoms 1 to 5:
1 Ru 1.985
2 Se -0.747
3 P 0.737
4 Se -0.462
5 C 0.599

=====

Record 2
C3H4N2O | ωB97M-V with the def2-TZVPD basis set

```
10
C3H4N2O (ωB97M-V with the def2-TZVPD basis set)
N -1.39372 0.68202 0.79737
C -0.24778 -0.00770 0.67185
C 0.64654 -0.90219 0.93301
N 0.95285 0.13838 -0.14351
C 0.75150 -0.17370 -1.49374
O -0.31770 -0.07438 -2.05441
H -1.62790 1.28860 0.02721
H -1.71302 0.95545 1.71302
H 1.26274 -1.49958 1.58031
H 1.68651 -0.40689 -2.03111
```

Calculated values
HOMO in eV: -8.22

Atomic partial charges in e from the natural (NBO) method, atoms 1 to 5:
1 N -0.801
2 C 0.345
3 C -0.172
4 N -0.506
5 C 0.538

=====

Record 3
C2H4NO2 | ωB97M-V with the def2-TZVPD basis set

```
9
C2H4NO2 (ωB97M-V with the def2-TZVPD basis set)
O -0.82864 -0.48853 0.88794
C -0.66260 -1.15013 -0.16155
N 0.46629 -1.61894 -0.68929
C 0.61596 1.81987 0.48170
O 0.55281 2.64224 1.35616
H -1.55941 -1.52394 -0.66930
H 0.20868 -2.39670 -1.28955
H 0.17762 1.89248 -0.54023
H 1.02930 0.82365 0.62413
```

Calculated values
Charge: -1
HOMO in eV: -3.48

Atomic partial charges in e from the natural (NBO) method, atoms 1 to 5:
1 O -0.776
2 C 0.438
3 N -0.945
4 C 0.304
5 O -0.571